Density functional theory data (ωB97M-V/def2-TZVPD) for a structure of composition C6H11N in a non-equilibrium geometry.

Structure (XYZ):
```
18
Properties=species:S:1:pos:R:3
N 1.1416 -0.7463 -2.2616
C 0.0032 -1.0474 -1.6026
C -1.7178 -0.0479 0.9752
C 0.9472 0.1907 0.6711
C -0.2980 0.0391 1.6571
C 1.1522 0.5199 -1.7728
C 0.8581 1.0886 -0.4500
H -0.0235 -0.8383 2.3011
H 1.1910 2.2357 -0.2853
H 1.8954 0.2601 1.3139
H 1.4521 1.2859 -2.5069
H -2.5548 -0.0701 1.7253
H -0.1124 -1.9726 -0.9999
H -1.7490 -0.9641 0.4114
H -1.0616 -0.7977 -2.0341
H -1.9075 0.7470 0.2148
H -0.2308 0.9645 2.3072
H 1.0145 -0.8470 0.3360
```

Multiplicity   1
Energy relative to the best compared isomer or geometry (same formula, charge and spin)   120.0 kcal/mol
DFT total energy   -7885.3268 eV
HOMO energy   -8.26 eV
M   97.16 g mol⁻¹
HOMO-LUMO gap   7.88 eV

How is the electron density shared among the atoms? According to Mulliken, the charges in e are: atom 1 (N): -0.507, atom 2 (C): -0.489, atom 3 (C): -0.994, atom 4 (C): -0.401, atom 5 (C): -0.381, atom 6 (C): -0.232, atom 7 (C): -0.369, atom 8 (H): 0.297, atom 9 (H): 0.221, atom 10 (H): 0.340, atom 11 (H): 0.370, atom 12 (H): 0.340, atom 13 (H): 0.443, atom 14 (H): 0.216, atom 15 (H): 0.258, atom 16 (H): 0.276, atom 17 (H): 0.295, atom 18 (H): 0.317